{
  "formula": "C7H9NO",
  "method": "ωB97M-V/def2-TZVPD",
  "symbols": ["C", "C", "C", "N", "C", "C", "C", "O", "C", "H", "H", "H", "H", "H", "H", "H", "H", "H"],
  "xyz": [[-1.25233, -1.02296, -1.96233], [-0.62078, -0.47240, -0.90197], [-0.10811, -1.34314, 0.11707], [-0.61095, -1.24231, 1.50159], [0.68302, -0.76866, 1.20489], [0.92357, 0.73019, 1.41229], [0.37022, 1.59202, 0.29887], [0.97115, 1.35727, -0.96366], [-0.40683, 1.01205, -0.85247], [-1.37111, -2.09236, -1.90910], [-1.60695, -0.42714, -2.74125], [0.21935, -2.33642, -0.27911], [-1.28079, -0.52062, 1.56499], [1.45732, -1.35860, 1.69835], [2.01219, 0.85821, 1.45390], [0.47594, 1.04492, 2.33446], [0.18630, 2.60287, 0.57304], [-1.11736, 1.70456, -1.39527]],
  "forces_ev_per_angstrom": [[1.2, 0.0, 2.5], [-1.6, 0.8, -2.5], [1.3, -1.2, 0.3], [-0.5, -2.2, -0.3], [1.5, 1.3, 1.6], [0.3, -0.7, -1.5], [-0.1, -1.4, -0.5], [0.1, 0.6, -0.2], [-0.1, 0.4, 0.7], [-0.2, -0.2, -0.6], [-0.6, 0.6, -1.2], [-0.7, 0.7, 0.7], [-0.9, 1.0, 0.0], [0.0, -0.1, -0.4], [-0.2, 0.4, 0.1], [-0.1, 0.1, 0.7], [0.0, 0.9, -0.1], [0.8, -1.0, 0.5]],
  "mulliken_charge": [-1.248, 0.560, -0.206, -0.687, -0.044, -1.064, -0.160, -0.446, -0.055, 0.293, 0.352, 0.342, 0.309, 0.350, 0.376, 0.403, 0.537, 0.388],
  "relative_energy_kcal_mol": 73.34,
  "orbital_gap_ha": 0.3679,
  "smiles": "C=C1[C@@H]2N[C@@H]2C[C@H]2O[C@@H]12",
  "max_force_ev_per_a": 3.100,
  "multiplicity": 1,
  "e_tot_ev": -10939.6340
}



{
  "formula": "C7H9NO",
  "method": "ωB97M-V/def2-TZVPD",
  "symbols": ["C", "C", "C", "C", "C", "C", "C", "H", "H", "H", "H", "H", "H", "H", "H", "H", "N", "O"],
  "xyz": [[-0.45950, 2.21440, -0.37126], [-0.15633, 0.70406, -0.16165], [-1.00173, -0.02582, 0.86419], [-0.57745, -1.26258, 0.04155], [-0.64779, -0.31133, -1.25086], [0.94120, -1.32162, 0.20789], [1.20565, 0.03704, 0.10554], [0.50746, 2.84370, -0.28616], [-0.63480, -0.07178, 1.91791], [-2.06887, 0.15039, 0.79445], [-1.25026, -2.18630, -0.00658], [-0.06652, -0.48550, -2.12615], [-1.69283, -0.15924, -1.63365], [1.47686, -2.15716, -0.19461], [2.43163, -0.48929, 1.45497], [2.15979, 0.46507, -0.24521], [1.37145, -0.60959, 1.45318], [-1.53796, 2.66555, -0.56353]],
  "forces_ev_per_angstrom": [[3.3, -1.1, 0.7], [-0.9, 1.2, -0.9], [-0.1, -1.2, 1.0], [-1.9, -1.5, -1.5], [-2.0, 0.0, 1.2], [-0.8, -2.4, 0.9], [1.7, 4.3, 0.0], [-1.2, -0.1, -0.2], [-0.5, 0.4, -0.9], [0.0, 0.2, -0.2], [1.3, 1.0, 0.5], [1.0, -0.3, -0.4], [0.8, 0.1, 0.8], [0.4, -0.1, -0.2], [-1.6, -1.3, 0.6], [-0.8, -0.1, -0.3], [2.0, 0.6, -0.8], [-0.7, 0.2, -0.2]],
  "mulliken_charge": [-0.199, 0.455, -0.665, -0.497, -0.702, 0.046, -0.615, 0.247, 0.354, 0.355, 0.399, 0.351, 0.290, 0.448, 0.308, 0.511, -0.651, -0.436],
  "relative_energy_kcal_mol": 91.78,
  "orbital_gap_ha": 0.3787,
  "max_force_ev_per_a": 4.649,
  "multiplicity": 1,
  "e_tot_ev": -10938.8346
}



{
  "formula": "C7H9NO",
  "method": "ωB97M-V/def2-TZVPD",
  "symbols": ["H", "N", "C", "C", "C", "C", "C", "C", "C", "O", "H", "H", "H", "H", "H", "H", "H", "H"],
  "xyz": [[-1.32962, 0.86523, 2.49824], [-0.81046, 1.23829, 1.70623], [-1.21331, 1.07815, 0.55023], [-0.13320, 1.27153, -0.73689], [0.33277, 2.43147, -1.15074], [0.02119, -0.09770, -1.11592], [0.30907, -1.09518, -0.22821], [1.14211, -0.92677, 1.00043], [-0.14379, -2.44318, -0.56146], [-0.29237, -3.32380, 0.25614], [-2.19193, 0.83907, 0.13651], [-0.00844, 3.35928, -0.71593], [1.12237, 2.49336, -1.88657], [-0.45383, -0.37250, -2.05563], [0.67356, -1.45236, 1.83459], [2.12236, -1.38281, 0.84260], [1.28034, 0.12175, 1.24958], [-0.42681, -2.60383, -1.62321]],
  "forces_ev_per_angstrom": [[-0.7, 0.4, -0.4], [1.1, -0.3, 1.1], [1.1, 1.5, -3.2], [-1.8, 0.7, 3.2], [0.2, 0.0, 0.0], [-0.1, -2.1, 0.1], [0.9, 1.0, -1.1], [-0.4, 0.0, 0.3], [-0.4, -0.5, -0.2], [0.2, 0.1, -0.2], [-0.2, -0.6, 0.5], [0.0, 0.0, 0.1], [-0.1, 0.0, -0.2], [0.0, -0.2, -0.1], [0.1, 0.1, 0.1], [-0.1, -0.1, -0.1], [0.0, -0.1, 0.0], [0.0, 0.0, 0.1]],
  "mulliken_charge": [0.255, -0.498, -0.192, 0.236, -0.858, -0.569, 1.137, -1.270, -0.255, -0.496, 0.377, 0.277, 0.273, 0.207, 0.312, 0.337, 0.432, 0.295],
  "relative_energy_kcal_mol": 76.98,
  "orbital_gap_ha": 0.3375,
  "smiles": "[H]/N=C/C(=C)/C=C(\\C)C=O",
  "max_force_ev_per_a": 3.710,
  "multiplicity": 1,
  "e_tot_ev": -10939.4763
}



{
  "formula": "C7H9NO",
  "method": "ωB97M-V/def2-TZVPD",
  "symbols": ["C", "C", "C", "C", "C", "O", "N", "C", "C", "H", "H", "H", "H", "H", "H", "H", "H", "H"],
  "xyz": [[-0.75023, -0.66235, 1.84113], [-0.14796, 1.87654, -1.75550], [0.87071, 0.64960, 0.39764], [0.28249, -0.78309, 0.69762], [0.25762, 0.95357, -0.69815], [1.87862, 1.11565, 1.14279], [1.31418, -1.63253, 0.89896], [-0.53568, -0.79452, -0.70814], [-1.22464, -1.36026, -1.54041], [2.26274, 0.31015, 1.55277], [1.33443, -2.39477, 0.22632], [-1.20709, -1.64021, 1.99374], [-1.52387, 0.06746, 1.59867], [-0.23732, -0.35835, 2.75396], [0.46610, 2.78134, -1.67637], [-0.00072, 1.43697, -2.74470], [-1.19664, 2.16944, -1.65916], [-1.84274, -1.73465, -2.32115]],
  "forces_ev_per_angstrom": [[0.1, -0.3, -0.1], [0.3, 0.5, 0.0], [0.3, -1.0, 0.2], [-1.6, 1.3, -1.2], [-1.2, -1.0, -0.6], [0.1, -0.1, 0.3], [0.9, -0.5, 0.0], [1.9, 1.7, 2.2], [-0.7, -0.6, -0.7], [-0.1, 0.3, -0.1], [-0.2, -0.1, 0.2], [0.0, 0.1, 0.1], [0.2, 0.0, -0.1], [0.0, -0.1, 0.0], [-0.1, 0.0, -0.1], [0.0, 0.0, 0.1], [0.1, -0.1, 0.0], [0.0, 0.0, 0.0]],
  "mulliken_charge": [-1.281, -1.289, -0.168, 1.723, 0.549, -0.594, -0.821, -0.840, -0.315, 0.362, 0.278, 0.379, 0.357, 0.309, 0.346, 0.304, 0.270, 0.431],
  "relative_energy_kcal_mol": 171.05,
  "orbital_gap_ha": [0.3135, 0.2354],
  "max_force_ev_per_a": 3.366,
  "multiplicity": 1,
  "e_tot_ev": -10935.3971
}